[1]
9
Properties=species:S:1:pos:R:3:forces:R:3 method="wB97M-V/def2-TZVPD" spin_multiplicity=1 e_lumo_ev=0.597 homo_lumo_gap_ha=0.391
P 1.043641 -0.068149 -0.407542 1.34 -1.22 0.44
O 1.835092 1.009467 0.154242 -0.25 1.59 0.14
N 1.127373 -1.448608 0.258624 -0.61 0.01 -0.42
N -1.260280 0.521571 0.261618 0.24 1.79 0.70
H -0.978359 -0.085307 1.050700 -0.21 0.81 -0.31
H -0.827960 1.520498 0.372913 -1.42 -2.40 0.26
H -2.312861 0.567179 0.288054 1.60 0.14 -0.35
H 0.571444 -2.134960 -0.220984 -0.22 -0.59 -0.13
H 0.801912 0.118310 -1.757628 -0.47 -0.12 -0.33

[2]
13
Properties=species:S:1:pos:R:3:forces:R:3 method="wB97M-V/def2-TZVPD" spin_multiplicity=1 e_lumo_ev=0.930 smiles="O=CN1C[C@H]1CF" homo_lumo_gap_ha=0.405
F -2.624656 -0.312507 -0.397918 -0.08 0.32 0.22
O 2.425050 -0.602807 -0.626490 -0.51 -0.53 1.56
N 0.851242 0.539345 0.561503 1.05 -1.30 -0.41
C -1.407396 -0.678428 0.124670 1.67 -1.31 -0.70
C 1.704092 -0.545287 0.354224 -0.19 0.36 -0.73
C 0.201149 1.273602 -0.462077 -0.34 2.12 0.19
C -0.581773 0.520702 0.573777 -1.16 0.17 1.26
H -0.918493 1.004539 1.521226 -0.33 -0.07 -1.20
H -0.855707 -1.249505 -0.677771 -0.34 0.74 0.51
H 0.180449 1.007539 -1.512887 0.11 -0.73 0.19
H 0.295470 2.370172 -0.356216 -0.13 -0.65 0.06
H -1.549123 -1.438219 0.905932 -0.28 0.51 0.15
H 1.613781 -1.258456 1.238812 0.53 0.37 -1.10